ORCA calculation (ωB97M-V/def2-TZVPD) on a 12-piece molecular cluster, C80H176N8O16 overall.

The calculation puts the highest occupied orbital energy at -0.2795 Ha. Its net charge is 0. The structure (SMILES) is CC1(C)CCCC(C)(C)N1O.CC1(C)CCCC(C)(C)N1O.CC1(C)CCCC(C)(C)N1O.CC1(C)CCCC(C)(C)N1O.CC1(C)CCCC(C)(C)N1O.CC1(C)CCCC(C)(C)N1O.CC1(C)CCCC(C)(C)N1O.CC1(C)CCCC(C)(C)N1O.OCCO.OCCO.OCCO.OCCO. For the energy above the lowest of the compared OMol25 structures with the same formula, charge and spin, the calculation gives 672.6 kJ/mol.

Last column: Löwdin charge in e.
Cartesian coordinates (Å):
C (1.255, 6.358, -6.481)  -0.028
C (2.570, 5.805, -7.190)  -0.391
C (2.940, 6.791, -8.402)  -0.039
C (3.763, 5.828, -6.155)  -0.165
C (3.817, 4.684, -5.247)  -0.211
C (3.871, 3.343, -5.960)  -0.118
C (2.726, 3.138, -7.056)  -0.493
C (3.150, 1.930, -7.938)  -0.026
C (1.440, 2.796, -6.294)  -0.037
N (2.545, 4.391, -7.842)  -0.112
O (1.418, 4.279, -8.675)  -0.025
H (1.328, 7.392, -6.145)  0.080
H (0.361, 6.409, -7.103)  0.071
H (0.894, 5.609, -5.775)  0.052
H (3.736, 6.515, -9.093)  0.077
H (2.034, 6.803, -9.007)  0.061
H (2.963, 7.783, -7.951)  0.074
H (4.700, 5.767, -6.710)  0.118
H (3.748, 6.824, -5.711)  0.121
H (4.658, 4.822, -4.567)  0.093
H (2.891, 4.713, -4.673)  0.115
H (3.581, 2.576, -5.242)  0.099
H (4.798, 3.050, -6.452)  0.111
H (2.237, 1.537, -8.386)  0.074
H (3.501, 1.146, -7.266)  0.083
H (3.900, 2.363, -8.600)  0.086
H (1.571, 2.192, -5.396)  0.078
H (0.704, 2.429, -7.009)  0.082
H (1.020, 3.700, -5.853)  0.057
H (1.931, 4.364, -9.482)  0.100
C (2.410, -9.500, -3.034)  -0.030
C (0.917, -9.182, -2.778)  -0.477
C (0.047, -10.473, -3.020)  -0.035
C (0.800, -8.776, -1.283)  -0.162
C (0.945, -7.340, -0.988)  -0.200
C (0.072, -6.363, -1.824)  -0.112
C (0.422, -6.637, -3.295)  -0.459
C (-0.572, -5.836, -4.052)  -0.057
C (1.869, -6.120, -3.663)  -0.008
N (0.295, -8.123, -3.599)  -0.094
O (0.412, -8.305, -4.990)  -0.009
H (2.631, -9.671, -4.088)  0.081
H (2.988, -8.665, -2.638)  0.064
H (2.696, -10.366, -2.438)  0.083
H (0.360, -10.886, -3.979)  0.066
H (0.173, -11.227, -2.242)  0.081
H (-1.028, -10.316, -3.106)  0.084
H (-0.153, -9.137, -0.896)  0.116
H (1.536, -9.279, -0.655)  0.121
H (0.796, -7.170, 0.078)  0.117
H (1.994, -7.116, -1.186)  0.086
H (0.310, -5.427, -1.318)  0.100
H (-0.979, -6.580, -1.634)  0.124
H (-0.841, -4.901, -3.561)  0.066
H (-1.577, -6.231, -4.197)  0.095
H (-0.215, -5.513, -5.030)  0.086
H (2.679, -6.833, -3.510)  0.064
H (2.110, -5.215, -3.104)  0.062
H (1.887, -5.988, -4.745)  0.080
H (0.176, -9.219, -5.166)  0.081
C (6.054, -5.057, 0.792)  -0.052
C (5.362, -4.312, -0.307)  -0.473
C (3.975, -5.069, -0.493)  -0.025
C (5.181, -2.784, 0.013)  -0.126
C (4.848, -1.895, -1.140)  -0.208
C (5.895, -2.007, -2.156)  -0.172
C (5.966, -3.467, -2.652)  -0.427
C (4.611, -3.711, -3.500)  -0.013
C (7.201, -3.544, -3.625)  -0.033
N (6.147, -4.421, -1.535)  -0.154
O (6.204, -5.693, -1.966)  -0.007
H (6.102, -6.140, 0.676)  0.085
H (7.093, -4.726, 0.814)  0.086
H (5.667, -4.745, 1.762)  0.090
H (3.342, -5.122, 0.393)  0.081
H (3.340, -4.667, -1.282)  0.047
H (4.143, -6.108, -0.777)  0.066
H (4.490, -2.724, 0.854)  0.116
H (6.061, -2.438, 0.554)  0.116
H (3.840, -2.235, -1.377)  0.102
H (4.791, -0.871, -0.770)  0.109
H (6.866, -1.667, -1.795)  0.125
H (5.799, -1.374, -3.038)  0.115
H (4.830, -3.271, -4.473)  0.074
H (3.681, -3.287, -3.122)  0.062
H (4.513, -4.765, -3.762)  0.067
H (8.160, -3.603, -3.110)  0.080
H (7.203, -2.690, -4.302)  0.077
H (7.123, -4.451, -4.224)  0.073
H (7.064, -5.984, -1.654)  0.115
C (0.510, -1.653, 2.160)  -0.024
C (-0.157, -1.529, 0.784)  -0.436
C (0.074, -2.779, -0.120)  -0.016
C (-1.662, -1.301, 0.833)  -0.088
C (-2.277, -0.701, -0.520)  -0.172
C (-1.580, 0.524, -0.857)  -0.171
C (-0.042, 0.479, -1.042)  -0.434
C (0.202, -0.262, -2.511)  0.007
C (0.601, 1.835, -1.166)  -0.047
N (0.456, -0.287, 0.097)  -0.120
O (1.823, -0.457, 0.083)  -0.029
H (0.013, -2.359, 2.825)  0.078
H (1.494, -2.102, 2.023)  0.071
H (0.559, -0.708, 2.700)  0.084
H (-0.313, -3.689, 0.339)  0.081
H (-0.538, -2.647, -1.013)  0.071
H (1.145, -2.953, -0.222)  0.074
H (-2.202, -2.239, 0.960)  0.100
H (-2.101, -0.786, 1.688)  0.084
H (-2.353, -1.409, -1.345)  0.083
H (-3.346, -0.500, -0.455)  0.085
H (-1.745, 1.223, -0.037)  0.116
H (-2.047, 1.122, -1.640)  0.117
H (-0.561, -1.000, -2.758)  0.050
H (1.060, -0.932, -2.556)  0.059
H (0.308, 0.452, -3.328)  0.060
H (0.633, 2.374, -0.219)  0.077
H (0.086, 2.466, -1.891)  0.085
H (1.678, 1.824, -1.332)  0.066
H (2.040, 0.400, 0.456)  0.097
C (-4.199, 8.346, -0.027)  -0.039
C (-3.718, 7.285, 0.914)  -0.498
C (-3.735, 7.983, 2.299)  -0.054
C (-4.760, 6.111, 1.067)  -0.142
C (-4.632, 5.051, -0.012)  -0.174
C (-3.157, 4.567, -0.275)  -0.128
C (-2.152, 5.720, -0.445)  -0.344
C (-0.638, 5.140, -0.243)  -0.025
C (-2.231, 6.384, -1.975)  -0.007
N (-2.364, 6.805, 0.622)  -0.124
O (-1.427, 7.818, 0.654)  -0.017
H (-3.850, 9.281, 0.414)  0.080
H (-3.876, 8.252, -1.063)  0.073
H (-5.283, 8.405, 0.066)  0.087
H (-4.687, 8.421, 2.598)  0.093
H (-3.351, 7.263, 3.022)  0.072
H (-2.920, 8.674, 2.513)  0.073
H (-4.653, 5.502, 1.965)  0.086
H (-5.794, 6.451, 1.121)  0.118
H (-5.292, 4.195, 0.127)  0.107
H (-4.840, 5.706, -0.858)  0.097
H (-3.334, 3.846, -1.073)  0.106
H (-2.823, 3.884, 0.506)  0.087
H (-0.428, 4.593, 0.676)  0.063
H (0.077, 5.954, -0.122)  0.063
H (-0.278, 4.529, -1.070)  0.048
H (-3.214, 6.446, -2.442)  0.061
H (-1.589, 5.785, -2.622)  0.058
H (-1.771, 7.355, -1.791)  0.063
H (-0.914, 7.685, 1.454)  0.107
C (6.662, 2.312, -2.577)  0.000
C (5.981, 3.156, -1.384)  -0.426
C (4.414, 3.175, -1.307)  -0.026
C (6.452, 2.493, -0.025)  -0.145
C (7.847, 2.921, 0.201)  -0.234
C (8.050, 4.383, 0.466)  -0.128
C (7.677, 5.057, -0.877)  -0.440
C (7.649, 6.601, -0.455)  -0.032
C (8.802, 4.971, -1.968)  -0.029
N (6.332, 4.590, -1.408)  -0.100
O (6.067, 5.184, -2.659)  -0.022
H (6.373, 1.262, -2.530)  0.068
H (6.308, 2.687, -3.538)  0.064
H (7.738, 2.383, -2.736)  0.059
H (4.085, 3.325, -2.335)  0.064
H (4.046, 2.236, -0.893)  0.060
H (3.912, 3.955, -0.736)  0.089
H (5.754, 2.826, 0.744)  0.122
H (6.489, 1.420, -0.213)  0.113
H (8.258, 2.298, 0.995)  0.116
H (8.324, 2.553, -0.708)  0.100
H (9.106, 4.550, 0.682)  0.123
H (7.433, 4.678, 1.315)  0.124
H (7.461, 7.139, -1.384)  0.072
H (8.640, 6.903, -0.117)  0.075
H (6.975, 6.757, 0.388)  0.078
H (9.810, 5.228, -1.645)  0.093
H (8.539, 5.521, -2.872)  0.078
H (8.893, 3.932, -2.288)  0.057
H (6.928, 5.042, -3.058)  0.051
C (-2.826, -4.509, 8.608)  -0.067
C (-1.581, -4.006, 7.934)  -0.449
C (-0.733, -5.087, 7.289)  -0.027
C (-2.250, -2.952, 6.900)  -0.133
C (-1.262, -2.005, 6.291)  -0.206
C (-0.454, -1.361, 7.399)  -0.140
C (0.131, -2.209, 8.582)  -0.514
C (1.463, -2.846, 8.039)  -0.021
C (0.412, -1.302, 9.746)  -0.047
N (-0.895, -3.157, 9.027)  -0.102
O (-0.353, -3.967, 10.059)  -0.025
H (-3.257, -3.808, 9.322)  0.094
H (-3.426, -4.923, 7.797)  0.088
H (-2.492, -5.338, 9.233)  0.078
H (-1.363, -5.813, 6.776)  0.086
H (-0.087, -4.810, 6.456)  0.067
H (-0.087, -5.514, 8.055)  0.089
H (-2.660, -3.442, 6.017)  0.108
H (-3.133, -2.406, 7.230)  0.118
H (-0.499, -2.558, 5.744)  0.098
H (-1.730, -1.342, 5.563)  0.101
H (-1.138, -0.667, 7.887)  0.108
H (0.312, -0.781, 6.886)  0.116
H (1.381, -3.452, 7.136)  0.058
H (1.854, -3.462, 8.848)  0.081
H (2.119, -2.068, 7.648)  0.079
H (1.112, -0.539, 9.406)  0.089
H (0.927, -1.771, 10.585)  0.082
H (-0.554, -0.930, 10.088)  0.090
H (-0.895, -3.670, 10.794)  0.103
C (-6.990, 2.299, 5.576)  -0.074
C (-5.671, 3.003, 5.332)  -0.505
C (-6.010, 4.467, 5.068)  -0.020
C (-5.034, 2.835, 6.761)  -0.154
C (-3.522, 2.992, 6.815)  -0.171
C (-2.945, 1.915, 5.823)  -0.106
C (-3.448, 2.134, 4.296)  -0.422
C (-2.839, 3.411, 3.625)  -0.015
C (-3.038, 0.883, 3.495)  -0.059
N (-4.982, 2.184, 4.308)  -0.077
O (-5.583, 2.320, 3.003)  -0.028
H (-6.785, 1.232, 5.658)  0.091
H (-7.511, 2.678, 6.456)  0.089
H (-7.599, 2.540, 4.705)  0.081
H (-7.010, 4.649, 5.462)  0.082
H (-5.317, 5.171, 5.529)  0.078
H (-5.929, 4.655, 3.998)  0.070
H (-5.448, 3.507, 7.513)  0.118
H (-5.334, 1.908, 7.250)  0.111
H (-3.138, 4.001, 6.663)  0.102
H (-3.034, 2.651, 7.728)  0.102
H (-3.416, 0.971, 6.098)  0.100
H (-1.866, 1.772, 5.880)  0.110
H (-1.808, 3.326, 3.280)  0.081
H (-2.996, 4.304, 4.230)  0.070
H (-3.450, 3.642, 2.753)  0.048
H (-3.453, 0.912, 2.488)  0.066
H (-3.417, -0.013, 3.986)  0.074
H (-1.954, 0.761, 3.493)  0.079
H (-6.175, 1.566, 3.047)  0.047
O (-6.028, 3.322, -2.528)  -0.057
C (-6.308, 2.118, -3.201)  -0.279
C (-5.285, 1.077, -3.081)  -0.223
O (-5.247, 0.266, -4.293)  -0.058
H (-6.832, 3.843, -2.588)  0.091
H (-7.278, 1.690, -2.949)  0.118
H (-6.540, 2.505, -4.193)  0.127
H (-5.236, 0.639, -2.084)  0.106
H (-4.289, 1.511, -3.167)  0.117
H (-4.505, -0.333, -4.184)  0.068
O (-6.315, -3.839, 3.842)  -0.088
C (-5.563, -5.045, 3.463)  -0.197
C (-5.009, -5.123, 2.027)  -0.198
O (-4.206, -3.960, 1.708)  -0.093
H (-6.932, -3.723, 3.116)  0.062
H (-4.784, -4.877, 4.206)  0.115
H (-6.228, -5.897, 3.607)  0.114
H (-5.841, -5.171, 1.324)  0.114
H (-4.536, -6.096, 1.890)  0.125
H (-4.728, -3.173, 1.877)  0.032
O (-2.927, -2.929, -3.578)  -0.067
C (-4.241, -3.487, -3.357)  -0.213
C (-4.630, -3.234, -1.965)  -0.271
O (-4.059, -4.218, -1.144)  -0.072
H (-2.449, -3.645, -3.155)  0.044
H (-4.901, -3.008, -4.080)  0.120
H (-4.227, -4.546, -3.615)  0.129
H (-5.657, -3.401, -1.640)  0.118
H (-4.464, -2.268, -1.488)  0.094
H (-4.177, -4.061, -0.204)  0.033
O (-7.637, 0.565, 2.059)  -0.047
C (-7.607, -0.173, 0.937)  -0.248
C (-6.125, -0.709, 0.644)  -0.177
O (-5.693, -1.609, 1.673)  -0.076
H (-8.389, 0.199, 2.530)  0.112
H (-8.298, -1.009, 1.042)  0.127
H (-7.874, 0.490, 0.114)  0.117
H (-5.442, 0.133, 0.527)  0.112
H (-6.203, -1.351, -0.234)  0.102
H (-5.336, -0.945, 2.267)  0.082